DFT (ωB97M-V/def2-TZVPD) results for 2 unconnected molecules or ions with the total composition C10H19BrN3 in a non-equilibrium geometry.

```
33
Properties=species:S:1:pos:R:3:forces:R:3
C -1.249 1.166 1.647 -0.4 1.3 -0.8
C 1.154 -0.263 -0.405 -3.2 -1.7 -5.0
C -0.542 0.221 1.093 0.8 -2.3 1.3
C 0.425 -2.191 1.997 0.0 1.8 -3.7
C -0.473 -2.222 3.088 2.1 -3.5 1.9
C 0.056 0.431 -3.268 0.0 -1.1 5.6
C -2.807 3.005 1.848 0.7 0.3 2.6
C 3.160 -0.821 -1.624 -2.2 1.7 -1.7
C 0.890 -0.820 -2.803 1.7 2.6 -1.3
C -1.781 2.459 0.937 0.7 -2.1 -0.1
N 1.052 -2.434 0.987 0.8 -0.9 2.2
N 1.684 -0.687 -1.584 -0.9 1.1 2.0
N -0.154 -0.020 -0.209 2.7 0.3 0.9
Br -2.605 1.846 -0.785 0.1 0.6 0.2
H -1.470 1.157 2.713 0.1 -0.3 -0.2
H 1.760 -0.329 0.387 2.1 0.6 3.0
H -1.410 -2.510 2.760 -2.0 -0.5 -1.0
H -0.551 -1.360 3.616 -0.1 2.8 1.3
H -0.151 -3.017 3.841 -0.3 0.6 -0.8
H 0.571 1.242 -2.758 0.1 0.6 -0.8
H 0.061 0.381 -4.262 0.0 0.6 -4.0
H -0.971 0.486 -2.887 0.2 -0.3 -0.2
H -3.674 2.361 1.948 0.1 -0.4 0.0
H -3.185 3.991 1.745 -0.1 1.0 -0.8
H -2.250 3.038 2.862 -1.1 0.0 -1.3
H 3.326 -1.170 -2.617 0.8 -1.2 -0.3
H 3.506 0.187 -1.696 0.9 0.7 0.5
H 3.535 -1.346 -0.800 0.7 -1.0 0.9
H 0.407 -1.727 -2.804 -1.5 -2.1 0.0
H 1.634 -0.844 -3.622 -0.2 -0.5 0.5
H -0.892 3.059 0.709 -0.7 0.3 -0.2
H 1.780 -3.203 0.875 -1.3 0.9 0.1
H -0.832 -0.066 -0.929 -0.7 0.0 -1.0
```
Forces are in eV/Å.

Summary:
charge	+1
energy relative to the best compared isomer or geometry (same formula, charge and spin)	0.0	kJ/mol
highest occupied orbital energy (alpha / beta)	-10.63 / -10.32	eV
molecular weight	261.19	g/mol



DFT (ωB97M-V/def2-TZVPD) results for a molecular structure, C10H19GaN2PRb in a non-equilibrium geometry.

```
34
Properties=species:S:1:pos:R:3:forces:R:3
C -1.512 -4.826 0.064 0.1 0.3 0.8
C -1.379 -3.715 1.168 0.5 -0.4 -1.7
C -1.449 -2.331 0.417 0.0 -0.4 2.0
N -0.525 -1.403 1.086 -0.7 0.2 -0.7
Ga 0.204 -0.087 -0.139 0.6 0.9 0.4
C -0.077 1.766 0.710 0.5 -0.3 -0.6
C 1.016 2.798 0.432 -0.8 -0.5 0.6
C 0.990 3.959 1.197 -0.4 0.4 0.5
C 1.896 4.985 1.036 0.0 -0.1 0.2
C 2.887 4.830 0.080 0.1 1.0 0.4
C 2.928 3.690 -0.679 0.9 0.0 -0.8
C 2.019 2.662 -0.512 -0.3 -0.1 -0.2
P -0.988 -0.067 -2.205 0.6 -1.2 0.0
N -0.984 -1.489 -2.966 -0.1 -0.1 0.1
H -2.522 -4.812 -0.398 0.5 -0.2 0.2
H -1.290 -5.812 0.529 1.2 3.4 -3.8
H -0.772 -4.602 -0.708 -0.2 -0.2 0.0
H -2.103 -3.790 1.995 0.1 0.0 -0.2
H -0.350 -3.763 1.550 -0.3 0.0 0.2
H -1.199 -2.524 -0.632 -0.2 0.4 0.1
H -2.480 -1.969 0.566 0.0 -0.1 -0.8
H -1.103 -0.869 1.731 0.3 0.0 0.1
H 1.762 -0.330 -0.439 -0.2 -0.2 -0.1
H -0.143 1.619 1.798 -0.2 0.2 -0.2
H -1.025 2.189 0.341 0.1 -0.1 0.3
H 0.213 4.066 1.954 0.1 -0.1 -0.1
H 1.830 5.860 1.679 0.1 0.0 -0.2
H 3.620 5.624 -0.052 0.0 -0.2 -0.1
H 3.722 3.643 -1.424 -0.2 -0.3 0.0
H 2.075 1.755 -1.107 0.1 0.2 0.0
H -2.321 0.354 -1.870 0.2 0.5 -0.5
H -0.407 0.912 -3.062 -0.5 0.4 0.3
H -0.570 -1.426 -3.888 -0.2 0.0 0.0
Rb -1.964 -6.898 1.749 -1.7 -3.0 3.5
```
Forces are in eV/Å.

Summary:
charge	0
highest occupied orbital energy	-5.84	eV
molecular weight	353.44	g/mol



DFT (ωB97M-V/def2-TZVPD) results for a gas-phase ion, C10H19INO2 (charge -1) in a non-equilibrium geometry.

```
33
Properties=species:S:1:pos:R:3:forces:R:3
C 0.897 2.437 0.280 -1.2 0.2 -0.4
C 0.001 1.375 0.993 1.5 -1.1 -0.8
C 0.874 0.648 2.066 -2.9 -3.4 -1.6
C -0.912 0.556 0.010 -2.9 -1.1 2.2
C -2.221 0.023 1.059 1.8 2.1 -2.4
I -3.963 -0.789 0.237 -0.5 -0.4 0.0
N -1.469 1.487 -0.845 -0.8 1.7 -2.3
C -2.081 2.903 -0.639 0.0 -3.3 -2.1
O -2.431 3.406 -1.722 0.5 0.2 0.9
O -2.211 3.118 0.542 -0.5 1.9 2.0
C -0.436 -0.694 -0.745 0.0 -1.1 -1.1
C -1.421 -1.290 -1.812 -1.2 2.0 1.1
C 0.759 -0.246 -1.538 -0.1 -0.1 -1.8
C -0.140 -1.906 0.131 -0.2 -1.8 0.2
H 1.806 2.132 -0.286 0.1 -0.1 1.5
H 0.904 3.184 1.109 1.2 0.0 -1.1
H 0.377 2.853 -0.598 -0.4 0.2 0.8
H -0.754 1.959 1.428 -0.7 0.9 0.9
H 0.989 -0.413 1.574 0.6 2.2 1.6
H 1.780 1.140 2.108 2.0 0.8 0.5
H 0.410 0.486 3.077 0.4 0.4 -1.0
H -1.815 -0.552 1.815 0.4 -1.3 1.8
H -2.589 0.975 1.369 -0.1 0.5 0.6
H -1.592 1.211 -1.797 0.0 0.0 -0.3
H -2.065 -2.010 -1.387 -0.5 -1.0 0.7
H -2.163 -0.544 -2.133 0.5 -0.1 -0.5
H -0.957 -1.769 -2.629 1.0 -0.2 -1.0
H 1.542 -0.002 -0.857 0.7 1.0 0.1
H 1.169 -0.987 -2.230 -0.1 -0.7 0.3
H 0.386 0.501 -2.296 0.9 0.1 1.3
H 0.549 -1.757 0.941 0.2 0.2 0.3
H 0.466 -2.673 -0.507 -1.7 0.8 0.9
H -1.115 -2.308 0.657 1.9 0.4 -1.4
```
Forces are in eV/Å.

Summary:
charge	-1
energy relative to the best compared isomer or geometry (same formula, charge and spin)	28.3	kJ/mol
highest occupied orbital energy	-4.26	eV
molecular weight	312.17	g/mol
structure (SMILES)	CC(C)[C@@](CI)(NC(=O)[O-])C(C)(C)C



DFT (ωB97M-V/def2-TZVPD) results for a single C10H19N3O4S molecule in a non-equilibrium geometry.

```
37
Properties=species:S:1:pos:R:3:forces:R:3
C 1.130 1.633 4.980 -0.1 0.4 4.5
S 1.080 -0.287 5.196 0.5 2.7 -0.9
C 0.245 -0.412 3.616 -2.7 0.9 -1.3
C 0.893 0.337 2.427 1.8 0.2 -2.0
C 0.035 0.636 0.971 1.7 0.3 4.3
N 0.942 1.277 0.141 0.0 -0.2 1.0
C 0.887 1.164 -1.120 5.9 -0.4 -6.5
O 1.921 1.595 -1.819 -3.8 -0.4 1.8
C 0.016 0.209 -1.752 -1.1 -5.8 -1.1
N -1.353 0.412 -1.458 -3.4 0.8 -0.4
C 0.429 -0.280 -3.215 2.1 2.3 1.3
C -0.631 -1.242 -3.689 1.8 2.8 -4.9
C -0.614 -2.444 -3.032 -2.9 -4.4 3.2
N -0.231 -3.691 -3.639 3.4 -1.1 3.8
O -1.247 -2.427 -1.955 1.6 -1.5 -0.8
C -1.137 1.539 1.086 1.1 5.2 -2.0
O -1.180 2.728 0.766 1.1 -1.0 0.7
O -2.175 0.906 1.301 -8.2 -3.7 1.3
H 0.008 1.871 5.037 1.9 0.2 -0.8
H 1.780 2.039 4.192 -0.8 -0.5 0.2
H 1.604 2.146 5.992 -1.3 -1.6 -2.3
H -0.860 -0.021 3.602 1.6 -1.3 0.8
H 0.386 -1.470 3.295 -1.1 0.6 0.6
H 1.597 -0.542 2.303 0.3 1.9 -1.5
H 1.513 1.371 2.531 -1.7 -2.8 0.1
H -0.335 -0.184 0.401 -0.1 -1.1 0.6
H 1.520 2.052 0.190 1.5 1.9 2.4
H 0.036 -0.818 -1.178 1.4 1.6 -0.8
H -1.706 1.056 -2.099 -0.5 2.5 -0.9
H -2.139 -0.268 -1.627 2.4 -0.6 0.7
H 0.496 0.532 -3.946 -0.4 0.3 0.3
H 1.581 -0.476 -3.124 -2.3 -0.8 -0.2
H -0.507 -1.445 -4.768 0.3 0.3 0.1
H -1.573 -0.723 -3.651 -0.4 -0.1 0.4
H 0.603 -3.715 -4.319 -1.8 0.6 1.3
H 0.152 -4.308 -2.689 -1.7 1.9 -3.7
H -3.166 1.250 1.050 4.2 -0.3 0.9
```
Forces are in eV/Å.

Summary:
charge	0
energy relative to the best compared isomer or geometry (same formula, charge and spin)	686.0	kJ/mol
highest occupied orbital energy	-8.91	eV
molecular weight	277.35	g/mol
structure (SMILES)	CSCC[C@H](NC(=O)[C@@H](N)CCC(N)=O)C(=O)O



DFT (ωB97M-V/def2-TZVPD) results for a molecular structure, C10H19NO6P2PtTe.

```
40
Properties=species:S:1:pos:R:3:forces:R:3
Pt -1.480 -0.233 0.224 -0.7 0.2 0.5
N 2.891 0.028 2.429 0.0 0.0 0.0
C 1.426 0.431 2.432 0.1 0.0 0.1
C 1.125 1.255 3.678 -0.1 0.0 0.0
P 0.471 -1.156 2.311 0.2 -0.4 -0.4
O 1.109 -1.946 3.530 -0.3 0.2 0.2
O -0.972 -0.778 2.405 0.3 -0.3 -0.3
O 1.003 -1.780 1.045 0.1 0.0 0.1
P 1.034 1.327 0.890 0.3 0.1 -0.1
O 1.861 2.651 0.970 0.0 -0.1 0.0
O -0.431 1.553 0.698 -0.1 0.0 0.0
O 1.737 0.478 -0.234 0.0 0.6 0.3
H 3.039 -0.663 3.176 0.0 0.0 0.0
H 3.513 0.824 2.601 0.0 0.0 0.0
H 3.140 -0.420 1.542 0.0 0.0 0.0
H 1.343 0.677 4.577 0.0 0.0 0.0
H 0.063 1.500 3.696 0.0 0.0 0.0
H 1.700 2.182 3.699 0.0 0.0 0.0
H 0.535 -2.522 4.057 0.0 0.1 0.0
H 1.394 3.494 0.860 0.0 0.0 0.0
C 2.667 -1.973 -1.444 -0.1 -0.1 0.0
Te 0.855 -0.911 -1.339 0.3 -0.4 -0.2
C 1.316 0.312 -2.987 -0.2 0.0 -0.1
H 3.474 -1.246 -1.383 0.0 0.0 0.0
H 2.699 -2.483 -2.406 0.0 0.0 0.0
H 2.674 -2.688 -0.628 0.0 0.0 0.0
H 1.378 -0.323 -3.872 0.0 0.0 0.0
H 2.271 0.793 -2.792 0.0 0.0 0.0
H 0.522 1.044 -3.121 0.0 0.0 0.0
C -4.822 -0.053 -2.851 0.0 0.0 0.0
C -3.743 -0.883 -3.124 0.0 0.0 0.0
C -2.572 -0.774 -2.385 -0.1 0.0 0.1
C -2.539 0.144 -1.332 0.1 0.1 -0.2
C -3.584 1.039 -1.100 0.0 0.0 -0.1
C -4.746 0.905 -1.846 0.0 0.0 0.0
H -5.723 -0.138 -3.442 0.0 0.0 0.0
H -3.806 -1.613 -3.920 0.0 0.0 0.0
H -1.742 -1.434 -2.610 0.0 0.0 0.0
H -3.495 1.817 -0.350 0.0 0.0 0.0
H -5.582 1.563 -1.655 0.0 0.0 0.0
```
Forces are in eV/Å.

Summary:
charge	+2
energy relative to the best compared isomer or geometry (same formula, charge and spin)	19.3	kJ/mol
highest occupied orbital energy (alpha / beta)	-14.60 / -14.60	eV
molecular weight	633.89	g/mol



DFT (ωB97M-V/def2-TZVPD) results for a gas-phase ion, C10H19NP (charge +1) in a non-equilibrium geometry.

```
31
Properties=species:S:1:pos:R:3:forces:R:3
C 3.493 -1.471 -0.126 -0.4 -1.0 3.4
C 1.990 -1.146 0.285 3.3 -1.4 -5.6
N 1.700 0.072 -0.459 -0.5 -0.5 -1.3
C 1.155 1.119 0.111 -1.3 0.6 1.1
C 1.110 2.475 -0.595 2.7 2.1 3.0
C 0.227 3.557 0.027 -0.3 -0.5 0.1
C -0.993 3.301 0.479 -0.3 -0.6 -0.2
C -1.659 2.008 0.203 -2.4 -0.8 0.2
C -1.119 0.797 -0.001 2.6 1.9 0.9
P -1.748 -0.740 -0.253 -1.9 -1.0 -0.5
C -1.611 -1.888 1.148 -0.4 1.2 1.3
C -3.519 -0.924 -0.800 -1.2 2.8 1.2
H 3.832 -2.441 0.223 -0.8 -0.9 -0.2
H 3.748 -1.430 -1.127 0.0 0.5 -2.1
H 4.216 -0.969 0.479 0.3 1.6 0.1
H 1.952 -0.923 1.262 -0.6 0.2 3.5
H 1.541 -2.083 -0.116 -1.0 1.0 0.8
H 1.523 -0.013 -1.454 0.5 -0.1 0.1
H 1.331 1.021 1.220 -0.7 1.0 -1.1
H 0.910 2.492 -1.593 -1.0 -1.0 -3.1
H 2.184 2.951 -0.672 -1.5 -1.2 0.7
H 0.389 4.637 0.043 1.3 -0.5 -0.1
H -1.473 4.172 0.924 -0.7 -0.6 -0.2
H -2.796 2.000 0.115 1.3 0.7 0.3
H -1.055 -1.362 -1.288 0.3 0.0 -0.1
H -1.227 -1.394 2.085 -0.7 -0.2 -1.0
H -0.886 -2.613 0.920 0.9 -1.1 -0.4
H -2.579 -2.388 1.321 0.4 0.4 0.0
H -3.864 -1.999 -0.836 0.3 1.4 -0.2
H -3.738 -0.234 -1.734 0.5 -1.9 1.7
H -4.107 -0.312 0.102 1.3 -1.9 -2.2
```
Forces are in eV/Å.

Summary:
charge	+1
energy relative to the best compared isomer or geometry (same formula, charge and spin)	253.4	kJ/mol
highest occupied orbital energy (alpha / beta)	-11.37 / -11.37	eV
molecular weight	184.24	g/mol
structure (SMILES)	CC/[NH+]=C/C/C=C\C=C=[PH](C)C